1.
The following is a DFT calculation (ωB97M-V/def2-TZVPD) of a cluster of 5 separate species, C33H52Cl2N3O13 in total at a distorted geometry.

Output
Energy (Ha): -3350.8111
Largest force on an atom (eV/A): 6.771
Kohn-Sham gap (hartree): 0.26518
HOMO level (eV): -11.49
Net charge: +1

```
103
C33H52Cl2N3O13 ωB97M-V/def2-TZVPD
C 6.178 4.119 -2.788
C 4.593 3.831 -2.488
C 3.770 3.199 -3.795
C 2.290 2.638 -3.358
N 2.344 1.275 -2.626
N 3.580 0.749 -2.616
C 3.547 -0.529 -1.914
C 5.032 -1.306 -1.895
Cl 6.450 -0.517 -1.000
C 5.153 -2.633 -2.592
C 3.922 -3.366 -3.404
Cl 6.789 -3.578 -2.557
C 2.369 -1.304 -1.174
C 0.923 -0.563 -1.249
C -0.447 -1.148 -0.573
C -0.651 -0.329 0.861
C 0.672 -0.580 1.796
O -1.939 -0.601 1.519
C 1.077 0.802 -2.087
C -0.299 1.694 -2.330
C -0.889 1.530 -3.886
C -2.487 1.131 -3.788
N -3.241 1.385 -5.079
H 6.406 4.640 -3.812
H 6.757 3.112 -2.613
H 6.550 4.864 -1.933
H 4.376 3.135 -1.572
H 4.077 4.877 -2.257
H 3.566 4.143 -4.496
H 4.414 2.463 -4.436
H 1.830 3.470 -2.636
H 1.667 2.537 -4.371
H 4.389 -3.914 -4.334
H 3.434 -4.193 -2.709
H 3.118 -2.583 -3.784
H 2.567 -2.323 -0.633
H -1.405 -1.063 -1.280
H -0.320 -2.299 -0.360
H -0.658 0.828 0.584
H 0.538 -0.238 2.929
H 1.049 -1.712 1.766
H 1.589 0.064 1.391
H -2.270 0.321 1.799
H -1.197 1.316 -1.639
H -0.165 2.840 -2.034
H -0.243 0.793 -4.528
H -0.862 2.626 -4.357
H -2.927 1.800 -2.902
H -2.534 0.026 -3.401
H -3.021 0.685 -5.821
H -3.150 2.371 -5.410
C 0.264 -5.456 4.077
C 1.135 -4.473 4.835
C 0.558 -4.059 6.155
O 1.098 -2.762 6.335
C 1.342 -2.265 5.086
O 1.622 -1.102 4.849
O 1.226 -3.242 4.137
H 0.759 -5.759 3.149
H 0.062 -6.351 4.673
H -0.687 -4.998 3.787
H 2.149 -4.876 4.950
H 0.869 -4.721 6.969
H -0.534 -3.985 6.153
C -7.674 2.288 -3.026
C -6.805 2.555 -1.813
C -6.304 3.966 -1.736
O -5.087 3.824 -1.026
C -4.640 2.556 -1.270
O -3.527 2.150 -0.983
O -5.604 1.804 -1.881
H -8.050 1.259 -3.001
H -8.528 2.970 -3.063
H -7.099 2.386 -3.953
H -7.336 2.268 -0.896
H -6.992 4.620 -1.193
H -6.089 4.408 -2.714
C 3.732 0.042 3.627
C 4.934 0.745 3.028
C 5.346 1.973 3.782
O 5.943 2.769 2.774
C 5.365 2.399 1.593
O 5.491 3.007 0.543
O 4.626 1.260 1.743
H 3.511 -0.872 3.065
H 3.907 -0.226 4.673
H 2.836 0.670 3.564
H 5.770 0.041 2.922
H 6.067 1.750 4.574
H 4.504 2.526 4.211
C -4.162 -2.087 2.076
C -5.540 -2.702 1.926
C -6.635 -1.860 2.507
O -7.609 -2.824 2.864
C -6.936 -3.989 3.098
O -7.427 -4.978 3.615
O -5.639 -3.900 2.678
H -3.412 -2.720 1.590
H -4.119 -1.091 1.628
H -3.873 -2.017 3.130
H -5.734 -2.942 0.873
H -7.044 -1.152 1.779
H -6.338 -1.313 3.408
```

These are the Löwdin partial charges, in e, on atoms 1 to 99: C -0.13; C -0.26; C -0.20; C -0.12; N -0.09; N 0.17; C -0.12; C -0.54; Cl 0.56; C -0.56; C -0.13; Cl 0.51; C 0.11; C -0.02; C -0.09; C -0.35; C -0.06; O -0.12; C -0.01; C -0.13; C -0.18; C -0.27; N -0.04; H 0.08; H 0.08; H 0.09; H 0.08; H 0.12; H 0.13; H 0.12; H 0.15; H 0.14; H 0.09; H 0.10; H 0.09; H 0.14; H 0.14; H 0.14; H 0.15; H 0.10; H 0.10; H 0.09; H 0.14; H 0.09; H 0.13; H 0.12; H 0.12; H 0.10; H 0.13; H 0.07; H 0.07; C -0.02; C -0.35; C -0.11; O 0.08; C -0.48; O 0.09; O 0.07; H 0.09; H 0.10; H 0.09; H 0.16; H 0.15; H 0.15; C -0.01; C -0.35; C -0.11; O 0.07; C -0.50; O 0.09; O 0.09; H 0.09; H 0.10; H 0.09; H 0.16; H 0.15; H 0.15; C -0.04; C -0.34; C -0.11; O 0.07; C -0.50; O 0.11; O 0.06; H 0.08; H 0.10; H 0.08; H 0.16; H 0.15; H 0.15; C -0.04; C -0.35; C -0.12; O 0.07; C -0.50; O 0.14; O 0.08; H 0.08; H 0.07

=====

2.
The following is a DFT calculation (ωB97M-V/def2-TZVPD) of an isolated molecule of C23H27N5O3S at a distorted geometry.

Output
Energy (Ha): -1790.3549
SMILES: CCCn1c(=O)c2ccccc2n2c(SCC(=O)c3cc(C)n(CCOC)c3C)nnc12
Largest force on an atom (eV/A): 1.399
Kohn-Sham gap (hartree): 0.29801
HOMO level (eV): -7.90
Net charge: 0

```
59
C23H27N5O3S ωB97M-V/def2-TZVPD
C 2.320 3.239 -0.294
C 3.819 3.359 -0.538
C 4.356 2.245 -1.438
N 4.169 0.932 -0.840
C 5.056 0.489 0.118
O 6.011 1.164 0.447
C 4.760 -0.839 0.689
C 5.629 -1.355 1.649
C 5.395 -2.590 2.215
C 4.283 -3.326 1.828
C 3.406 -2.836 0.879
C 3.641 -1.591 0.304
N 2.817 -1.033 -0.659
C 1.665 -1.416 -1.320
S 0.779 -2.876 -1.017
C -0.627 -2.668 -2.162
C -1.928 -2.635 -1.365
O -2.641 -3.622 -1.356
C -2.206 -1.411 -0.652
C -1.508 -0.171 -0.746
C -2.111 0.707 0.100
C -1.748 2.121 0.390
N -3.156 0.057 0.724
C -4.062 0.678 1.651
C -5.233 1.371 0.943
O -6.165 0.397 0.541
C -7.236 0.925 -0.197
C -3.234 -1.218 0.271
C -4.251 -2.180 0.757
N 1.323 -0.503 -2.184
N 2.211 0.508 -2.129
C 3.095 0.196 -1.225
H 1.788 3.171 -1.240
H 1.957 4.105 0.254
H 2.090 2.349 0.288
H 4.357 3.336 0.411
H 4.036 4.311 -1.026
H 3.832 2.237 -2.395
H 5.430 2.381 -1.589
H 6.483 -0.755 1.926
H 6.073 -2.984 2.956
H 4.095 -4.293 2.268
H 2.547 -3.413 0.580
H -0.437 -1.755 -2.720
H -0.627 -3.541 -2.814
H -0.675 0.052 -1.382
H -1.456 2.249 1.434
H -2.574 2.801 0.184
H -0.905 2.402 -0.236
H -3.515 1.417 2.241
H -4.470 -0.083 2.319
H -4.867 1.928 0.067
H -5.709 2.087 1.632
H -6.885 1.405 -1.119
H -7.884 0.088 -0.447
H -7.799 1.661 0.392
H -4.096 -2.406 1.814
H -5.250 -1.767 0.635
H -4.166 -3.100 0.187
```

Charges obtained by Löwdin population analysis, quoted in units of e: C -0.11; C -0.22; C -0.13; N 0.06; C -0.37; O 0.09; C -0.05; C 0.00; C -0.07; C -0.06; C -0.02; C -0.12; N 0.10; C -0.58; S 1.03; C -0.34; C -0.43; O 0.06; C -0.12; C 0.02; C -0.27; C -0.02; N -0.01; C -0.09; C -0.20; O -0.20; C -0.10; C -0.18; C 0.00; N 0.00; N 0.09; C -0.29; H 0.07; H 0.07; H 0.07; H 0.11; H 0.11; H 0.12; H 0.13; H 0.12; H 0.11; H 0.11; H 0.04; H 0.07; H 0.09; H 0.08; H 0.08; H 0.07; H 0.07; H 0.13; H 0.13; H 0.13; H 0.13; H 0.09; H 0.09; H 0.09; H 0.09; H 0.07; H 0.07

=====

3.
The following is a DFT calculation (ωB97M-V/def2-TZVPD) of a cluster of 2 separate species, C9H14O in total at a distorted geometry.

Output
Energy (Ha): -426.4879
SMILES: Cc1ccc(O)cc1.CC
Largest force on an atom (eV/A): 8.227
Kohn-Sham gap (hartree): 0.32609
HOMO level (eV): -8.24
Net charge: 0

```
24
C9H14O ωB97M-V/def2-TZVPD
C -2.248 -1.223 2.262
C -1.017 -0.746 1.463
C -0.311 -1.709 0.714
C 0.907 -1.385 0.192
C 1.616 -0.127 0.310
O 2.754 0.102 -0.240
C 0.818 0.785 1.107
C -0.426 0.433 1.654
H -2.051 -2.001 3.037
H -3.084 -1.698 1.588
H -2.710 -0.393 2.963
H -0.648 -2.709 0.628
H 1.629 -2.082 -0.232
H 3.085 1.008 -0.194
H 1.341 1.709 1.298
H -0.955 1.061 2.456
C -0.360 1.588 -3.678
C -1.286 1.517 -2.494
H 0.259 0.769 -3.635
H -0.931 1.602 -4.542
H 0.451 2.318 -3.758
H -1.716 0.590 -2.327
H -2.177 2.060 -2.817
H -0.677 2.157 -1.723
```

Charges obtained by Löwdin population analysis, quoted in units of e: C -0.08; C -0.32; C -0.06; C -0.02; C -0.35; O 0.10; C -0.02; C -0.10; H 0.07; H 0.10; H 0.10; H 0.10; H 0.11; H 0.13; H 0.09; H 0.14; C -0.19; C -0.16; H 0.03; H 0.04; H 0.08; H 0.04; H 0.06; H 0.11

=====

4.
The following is a DFT calculation (ωB97M-V/def2-TZVPD) of a structure of composition C4HBr2ClF2 at a distorted geometry.

Output
Energy (Ha): -5960.8444
Largest force on an atom (eV/A): 3.980
Kohn-Sham gap (hartree): 0.31638
HOMO level (eV): -9.38
Net charge: 0

```
10
C4HBr2ClF2 ωB97M-V/def2-TZVPD
C 0.099 0.126 -0.005
C 0.276 1.408 -0.229
C 2.324 0.288 -0.059
C 1.750 1.694 -0.379
F 2.245 2.637 0.451
F 2.089 2.103 -1.622
Cl -0.917 2.651 -0.356
Br 3.109 -0.696 -1.433
Br 3.036 0.059 1.648
H -0.655 -0.614 0.126
```

Charges obtained by Löwdin population analysis, quoted in units of e: C 0.13; C -0.72; C -1.12; C -0.71; F 0.06; F 0.06; Cl 0.69; Br 0.76; Br 0.77; H 0.07

=====

5.
The following is a DFT calculation (ωB97M-V/def2-TZVPD) of a cluster of 3 separate species, C45H54BrClO7P2 in total at a distorted geometry.

Output
Energy (Ha): -5990.8852
SMILES: CCOP(=O)(CCP(Br)(CC(C)C)([C@H](C)CC)[C@H](Cl)CC)OCC.O=C1c2ccccc2C(=O)c2ccccc21.O=C1c2ccccc2C(=O)c2ccccc21
Largest force on an atom (eV/A): 1.466
Kohn-Sham gap (hartree): 0.28031
HOMO level (eV): -8.69
Net charge: 0

```
110
C45H54BrClO7P2 ωB97M-V/def2-TZVPD
C 1.795 -4.364 2.228
C 1.996 -2.940 2.713
O 1.758 -2.034 1.604
P 1.335 -0.523 1.862
O 0.934 -0.250 3.253
C 0.170 -0.178 0.539
C -1.087 0.626 0.904
P -2.699 -0.222 1.136
Br -2.581 0.717 3.557
C -4.126 0.929 0.925
C -5.396 0.945 1.814
C -5.751 -0.398 2.447
C -5.444 2.090 2.843
C -2.881 -1.877 1.960
C -1.508 -2.509 2.227
C -3.895 -2.876 1.369
C -4.663 -3.587 2.485
C -2.858 -0.797 -0.742
Cl -1.954 -2.289 -1.225
C -2.648 0.292 -1.824
C -1.334 0.291 -2.602
O 2.574 0.327 1.330
C 3.926 0.040 1.736
C 4.202 0.453 3.173
H 1.785 -4.382 1.137
H 2.600 -5.016 2.566
H 0.851 -4.783 2.576
H 1.308 -2.661 3.511
H 3.013 -2.768 3.072
H -0.033 -1.113 0.027
H 0.749 0.420 -0.168
H -1.283 1.336 0.095
H -0.903 1.209 1.800
H -4.452 0.809 -0.103
H -3.637 1.907 0.988
H -6.197 1.137 1.093
H -5.002 -0.689 3.186
H -6.713 -0.307 2.956
H -5.856 -1.195 1.704
H -6.350 2.683 2.698
H -4.586 2.756 2.764
H -5.449 1.715 3.866
H -3.250 -1.587 2.942
H -1.690 -3.460 2.735
H -0.907 -1.879 2.887
H -0.946 -2.723 1.319
H -4.595 -2.396 0.687
H -3.363 -3.618 0.775
H -4.934 -2.903 3.292
H -4.069 -4.394 2.918
H -5.584 -4.028 2.101
H -3.889 -1.131 -0.826
H -2.776 1.275 -1.372
H -3.468 0.191 -2.542
H -1.193 1.253 -3.098
H -0.475 0.124 -1.955
H -1.322 -0.488 -3.364
H 4.555 0.582 1.031
H 4.101 -1.028 1.578
H 3.562 1.286 3.462
H 4.015 -0.360 3.876
H 5.240 0.773 3.276
O 0.142 -1.981 -4.782
C 0.911 -2.909 -4.655
C 0.991 -3.997 -5.673
C 0.179 -3.923 -6.798
C 0.245 -4.912 -7.764
C 1.121 -5.980 -7.611
C 1.929 -6.063 -6.489
C 1.867 -5.073 -5.516
C 2.740 -5.196 -4.310
O 3.469 -6.150 -4.156
C 2.677 -4.095 -3.304
C 3.492 -4.165 -2.179
C 3.450 -3.158 -1.231
C 2.603 -2.068 -1.409
C 1.793 -1.992 -2.527
C 1.820 -3.007 -3.475
H -0.494 -3.082 -6.896
H -0.388 -4.852 -8.640
H 1.173 -6.750 -8.369
H 2.614 -6.887 -6.347
H 4.143 -5.021 -2.065
H 4.071 -3.220 -0.347
H 2.568 -1.283 -0.666
H 1.119 -1.161 -2.680
O -0.393 7.484 0.868
C 0.668 6.900 0.872
C 0.823 5.567 1.522
C -0.286 4.977 2.119
C -0.172 3.731 2.713
C 1.051 3.066 2.715
C 2.159 3.653 2.128
C 2.052 4.903 1.531
C 3.266 5.508 0.912
O 4.340 4.947 0.944
C 3.107 6.833 0.241
C 4.212 7.411 -0.372
C 4.088 8.632 -1.011
C 2.859 9.282 -1.041
C 1.756 8.713 -0.429
C 1.875 7.488 0.215
H -1.226 5.511 2.105
H -1.034 3.264 3.178
H 1.123 2.086 3.174
H 3.117 3.154 2.112
H 5.157 6.886 -0.336
H 4.949 9.080 -1.488
H 2.764 10.236 -1.544
H 0.792 9.202 -0.437
```

These are the Löwdin partial charges, in e, on atoms 1 to 99: C -0.05; C -0.24; O -0.24; P 0.47; O -0.26; C -0.24; C -0.34; P 0.85; Br 0.34; C -0.28; C -0.45; C -0.10; C -0.13; C -0.51; C -0.10; C -0.29; C -0.09; C -0.69; Cl 0.66; C -0.31; C -0.13; O -0.23; C -0.24; C -0.06; H 0.07; H 0.08; H 0.07; H 0.11; H 0.11; H 0.04; H 0.09; H 0.09; H -0.02; H 0.07; H 0.09; H 0.12; H 0.03; H 0.09; H 0.07; H 0.07; H 0.04; H 0.06; H 0.00; H 0.09; H 0.05; H 0.05; H 0.08; H 0.08; H 0.07; H 0.07; H 0.08; H 0.05; H 0.08; H 0.11; H 0.09; H 0.03; H 0.05; H 0.12; H 0.10; H 0.07; H 0.07; H 0.08; O 0.10; C -0.27; C -0.08; C 0.00; C -0.06; C -0.06; C 0.00; C -0.08; C -0.28; O 0.11; C -0.08; C 0.00; C -0.05; C -0.05; C 0.01; C -0.07; H 0.12; H 0.11; H 0.11; H 0.12; H 0.12; H 0.11; H 0.08; H 0.10; O 0.10; C -0.28; C -0.08; C 0.00; C -0.05; C -0.05; C 0.00; C -0.08; C -0.28; O 0.10; C -0.08; C 0.00; C -0.06

=====

Question: net charge of number 5 (C45H54BrClO7P2)?
Answer: 0

=====

Question: Which value of HOMO level does entry 2 give?
Answer: -7.90 eV